Below is a structure of composition C54H50BrN4O5PPdS2, with properties calculated with the ωB97M-V functional and the def2-TZVPD basis.

Summary:
Energy relative to the best compared isomer or geometry (same formula, charge and spin) (eV): 0.000
Expectation value of S²: 6.071
M (g/mol): 1116.449
Multiplicity: 5
Calculated total energy (eV): -177488.065
HOMO-LUMO gap (spin up / spin down) (eV): 6.46 / 4.85

Each line ends with the Löwdin charge.
Element x y z (Å)
Pd: 0.011 0.108 0.910  0.96
O: 1.754 0.132 2.083  -0.32
C: 2.196 1.187 2.844  -0.50
C: 1.481 2.513 2.460  -0.06
C: 0.029 2.539 2.837  -0.23
C: -0.483 3.445 3.756  -0.02
C: -1.811 3.359 4.131  -0.04
C: -2.609 2.373 3.578  0.00
C: -2.059 1.519 2.636  -0.23
C: -2.865 0.437 1.980  -0.07
C: -2.423 -0.993 2.409  -0.49
O: -1.108 -1.255 2.064  -0.24
C: -2.600 -1.056 3.929  -0.17
C: -3.864 -1.116 4.516  -0.04
C: -4.008 -1.064 5.895  -0.09
C: -2.884 -0.949 6.705  -0.10
C: -1.624 -0.893 6.126  -0.06
C: -1.482 -0.948 4.743  0.00
C: -3.295 -2.054 1.709  -0.14
C: -4.017 -1.811 0.544  -0.04
C: -4.677 -2.839 -0.127  -0.10
C: -4.619 -4.137 0.356  -0.11
C: -3.900 -4.394 1.519  -0.08
C: -3.252 -3.366 2.185  -0.02
N: -0.773 1.628 2.276  0.11
C: 3.713 1.363 2.599  -0.14
C: 4.399 0.389 1.886  -0.04
C: 5.773 0.484 1.697  -0.10
C: 6.482 1.560 2.208  -0.11
C: 5.804 2.541 2.923  -0.09
C: 4.435 2.436 3.122  -0.04
C: 2.064 0.867 4.350  -0.13
C: 1.974 1.830 5.347  -0.04
C: 1.947 1.475 6.692  -0.08
C: 2.016 0.140 7.059  -0.11
C: 2.100 -0.834 6.069  -0.09
C: 2.122 -0.472 4.731  -0.03
H: 1.584 2.596 1.375  0.11
H: 1.976 3.379 2.900  0.10
H: 0.167 4.196 4.185  0.11
H: -2.218 4.047 4.862  0.11
H: -3.644 2.253 3.869  0.12
H: -2.736 0.538 0.904  0.09
H: -3.922 0.574 2.217  0.13
H: -4.744 -1.215 3.887  0.12
H: -4.995 -1.118 6.338  0.10
H: -2.992 -0.906 7.782  0.10
H: -0.742 -0.801 6.746  0.09
H: -0.506 -0.904 4.276  0.10
H: -4.094 -0.807 0.147  0.10
H: -5.242 -2.619 -1.026  0.10
H: -5.135 -4.937 -0.160  0.10
H: -3.853 -5.403 1.913  0.10
H: -2.691 -3.574 3.088  0.13
H: 3.833 -0.437 1.480  0.11
H: 6.289 -0.285 1.133  0.10
H: 7.550 1.638 2.051  0.10
H: 6.345 3.383 3.338  0.10
H: 3.936 3.192 3.716  0.10
H: 1.945 2.882 5.091  0.09
H: 1.877 2.245 7.451  0.10
H: 1.997 -0.141 8.105  0.10
H: 2.149 -1.881 6.343  0.10
H: 2.173 -1.221 3.952  0.12
Br: 0.987 1.145 -8.824  0.76
C: -0.312 0.154 -7.886  -0.69
C: -1.642 0.246 -8.270  -0.11
C: -2.596 -0.503 -7.600  -0.02
C: -2.218 -1.291 -6.526  -0.26
C: -0.884 -1.393 -6.155  -0.02
C: 0.079 -0.670 -6.841  -0.11
N: -3.232 -2.109 -5.894  0.11
N: -3.307 -2.158 -4.660  0.09
C: -2.692 -1.276 -3.756  -0.19
C: -2.907 0.118 -3.824  0.00
C: -2.431 0.946 -2.852  0.03
C: -1.655 0.433 -1.733  -0.34
O: -1.247 1.157 -0.824  -0.03
C: -1.419 -1.036 -1.692  -0.15
N: -0.684 -1.502 -0.682  0.08
C: -0.588 -2.808 -0.511  -0.08
C: -1.192 -3.726 -1.377  -0.01
C: -1.885 -3.259 -2.465  0.01
C: -2.010 -1.871 -2.640  -0.11
H: -1.927 0.884 -9.094  0.11
H: -3.636 -0.466 -7.901  0.12
H: -0.595 -2.046 -5.341  0.10
H: 1.122 -0.749 -6.567  0.08
H: -3.484 0.518 -4.647  0.12
H: -2.621 2.011 -2.875  0.13
H: -0.024 -3.131 0.355  0.13
H: -1.108 -4.785 -1.178  0.12
H: -2.366 -3.934 -3.161  0.12
C: 0.414 2.377 -3.763  -0.06
C: 1.873 2.751 -3.959  -0.42
C: 2.293 3.921 -3.095  -0.08
O: 2.713 1.571 -3.780  -0.30
P: 3.318 0.960 -2.444  -0.21
S: 4.694 1.978 -1.550  0.46
S: 1.942 0.740 -1.043  0.52
O: 3.894 -0.411 -2.977  -0.28
C: 3.274 -1.395 -3.849  -0.41
C: 3.596 -1.049 -5.289  -0.05
C: 1.790 -1.581 -3.595  -0.07
H: -0.219 3.148 -4.207  0.09
H: 0.175 2.296 -2.700  0.05
H: 0.185 1.427 -4.249  0.07
H: 2.054 2.997 -5.005  0.14
H: 2.196 3.691 -2.033  0.06
H: 1.630 4.758 -3.324  0.09
H: 3.321 4.222 -3.288  0.08
H: 3.791 -2.314 -3.573  0.14
H: 3.095 -0.126 -5.581  0.07
H: 3.267 -1.859 -5.945  0.09
H: 4.668 -0.913 -5.419  0.09
H: 1.225 -0.685 -3.865  0.06
H: 1.596 -1.812 -2.547  0.06
H: 1.434 -2.413 -4.207  0.09